(1)
Entry from the OMol25 dataset: 11 unconnected molecules or ions with the total composition C28H38Cl8F4O21 at a distorted geometry (ωB97M-V with the def2-TZVPD basis set).

Geometry as XYZ:
```
99
Properties=species:S:1:pos:R:3:forces:R:3
Cl -24.892974 -20.407190 -2.104978 -0.332 -1.047 0.095
Cl -25.020659 -15.076369 -0.348475 -0.662 -0.283 -0.155
Cl -28.702362 -16.413069 13.237712 0.734 -0.389 -0.247
Cl -27.041605 -13.216729 -1.197499 -0.542 1.130 -0.040
Cl -23.838757 -23.251555 -1.743276 0.742 -0.756 -1.322
Cl -28.947594 -15.830656 10.458216 0.240 -0.093 -0.321
Cl -36.443165 -13.820949 11.216018 -0.709 0.330 0.351
Cl -34.361098 -14.076183 9.283757 0.272 -0.278 -0.667
F -35.109981 -19.413788 -1.011163 -0.023 -1.620 0.960
F -32.117068 -10.596128 4.120339 1.820 -3.506 2.523
F -36.117415 -18.065555 5.049408 0.973 1.981 -0.986
F -26.043769 -10.672888 5.822379 0.849 -0.610 -0.998
O -25.174329 -7.950803 9.160218 -1.261 -4.151 -3.927
O -29.293577 -21.541261 9.831934 -1.865 0.404 -0.172
O -29.403327 -25.919867 2.350270 1.286 -1.508 -0.691
O -27.010072 -9.035893 8.500411 -0.484 -0.487 -1.046
O -25.118677 -9.676104 7.585699 2.500 0.515 -0.532
O -31.279498 -20.354278 9.939630 2.316 -4.791 1.443
O -33.687284 -9.776542 0.229902 0.642 -0.147 1.164
O -36.418542 -20.205660 4.641738 0.001 -0.253 -1.089
O -33.851829 -17.625702 -1.245897 0.753 0.137 0.082
O -28.422112 -27.926952 2.608145 0.305 0.045 0.107
O -32.432241 -16.134669 -2.210171 -2.948 -4.008 -0.840
O -27.792532 -19.691815 3.857481 0.117 0.055 0.261
O -32.347520 -9.933746 2.061152 2.119 -1.505 -2.356
O -34.310526 -9.150990 2.256966 -1.888 0.476 1.887
O -29.311628 -18.307007 4.642465 -1.073 2.790 4.418
O -30.013690 -27.248573 4.027808 -0.399 0.516 -0.216
O -29.640460 -19.203479 2.767883 -2.024 -0.682 -2.501
O -33.865873 -17.496896 -3.454890 1.195 0.369 -0.844
O -37.074133 -20.689464 6.656119 -0.223 0.838 1.989
O -36.030407 -22.306065 5.438473 -1.362 3.549 0.840
O -31.158153 -22.734248 10.426493 0.443 3.898 -0.993
C -29.192865 -27.103631 2.978799 0.415 -0.391 -0.871
C -31.362988 -24.664878 1.876598 0.585 -0.681 2.025
C -37.396893 -19.308537 6.486426 -2.671 0.141 -1.269
C -36.470047 -21.162462 5.615455 1.912 -3.248 -2.540
C -37.063060 -18.980789 4.977060 0.810 -3.153 2.632
C -30.092411 -23.614163 10.239830 0.381 -2.268 1.430
C -26.630848 -14.875670 -1.133763 0.497 -1.358 -0.433
C -34.963555 -14.656200 10.815295 0.261 0.045 0.759
C -25.680924 -8.846326 8.402632 0.545 5.970 5.677
C -34.956044 -18.298846 -1.706407 -2.051 -0.206 -0.620
C -27.822998 -16.506137 11.672324 -0.978 0.713 -0.074
C -27.580621 -23.045968 10.521071 -0.789 -0.040 0.172
C -31.019781 -26.237301 3.881079 -0.462 0.166 1.251
C -33.738762 -9.243456 3.581037 -4.384 3.408 0.424
C -33.472317 -9.652688 1.406461 -0.172 -0.254 -2.576
C -30.377413 -25.167952 3.009763 -0.547 0.578 -1.200
C -28.907761 -22.926806 9.633162 2.214 1.559 1.649
C -24.480041 -21.814863 -1.064467 0.352 0.967 1.811
C -30.585763 -17.764918 4.292140 0.789 2.228 0.549
C -33.265676 -17.062131 -2.309569 2.433 4.295 -0.037
C -32.380487 -9.587265 3.380582 1.596 1.819 -1.704
C -30.646930 -21.421873 10.111212 -1.273 1.793 -1.682
C -30.741970 -18.315935 2.905300 -0.375 1.282 -0.553
C -25.998720 -10.634913 7.166036 -1.209 0.103 -0.333
C -30.521846 -16.167596 4.327960 -1.383 -0.936 -0.550
C -27.358778 -10.046381 7.559872 0.282 -1.801 1.081
C -28.830135 -19.097499 3.794009 2.193 -2.418 -1.692
C -34.728211 -18.588377 -3.193686 -0.142 0.127 2.020
H -26.570849 -15.277969 -2.145023 0.358 0.239 0.054
H -30.929274 -24.106969 1.046696 0.200 0.035 0.423
H -25.601362 -11.555409 7.593666 -0.667 -0.430 -0.347
H -31.280747 -25.936308 4.895677 -0.085 0.258 -0.173
H -34.270115 -19.576471 -3.237439 0.417 0.123 -0.482
H -35.199704 -15.719614 10.853980 0.384 0.143 -0.430
H -38.480024 -19.263307 6.599978 -0.070 0.077 0.273
H -27.604185 -17.528462 11.364010 0.032 0.203 0.426
H -31.904615 -26.662559 3.407445 0.027 -0.106 -0.082
H -35.672816 -18.586126 -3.737575 0.389 0.419 -0.276
H -31.567967 -15.861439 4.329993 -0.278 0.045 0.114
H -32.148038 -24.119756 2.400669 -0.203 0.182 -0.425
H -30.644876 -17.467191 2.228310 0.218 -0.308 -0.513
H -35.859809 -17.712980 -1.538890 -0.004 0.354 0.056
H -36.977849 -18.601083 7.201971 0.628 -0.479 -0.169
H -27.900788 -10.851941 8.055246 -0.525 0.406 0.083
H -34.210461 -14.382708 11.554311 -0.192 -0.252 -0.020
H -30.181003 -15.741288 3.384463 0.549 -0.319 0.008
H -30.492650 -24.533014 9.811313 0.277 0.187 -0.522
H -26.970680 -15.826962 11.691614 -0.046 -0.432 0.201
H -33.839759 -8.230597 3.970940 -0.071 -0.028 0.280
H -34.338136 -9.884595 4.227404 0.310 -0.379 -0.284
H -29.709921 -23.893848 11.221449 -0.367 -0.265 0.350
H -26.758480 -22.431141 10.154769 0.035 -0.552 -0.703
H -37.835413 -18.818667 4.225196 0.033 0.546 0.315
H -31.755150 -18.693304 2.766918 0.436 -0.905 -0.242
H -28.621135 -23.081925 8.593027 -0.530 -0.046 -0.064
H -27.414182 -15.470240 -0.663682 0.342 0.267 0.573
H -29.760542 -24.455744 3.557766 -0.847 0.663 0.236
H -30.083509 -15.601744 5.150024 0.338 -0.827 0.204
H -31.389817 -18.131327 4.930374 0.475 -0.025 0.492
H -31.625219 -8.806465 3.470123 0.023 0.119 0.648
H -27.305812 -24.062387 10.802961 0.261 -0.280 -0.951
H -27.655788 -22.640392 11.530009 -1.103 0.423 0.036
H -27.858214 -9.733104 6.643076 -0.031 0.475 0.342
H -25.223897 -22.255194 -0.400479 -0.866 1.134 -0.436
H -31.750063 -25.620272 1.522369 -0.281 0.267 -0.381
H -23.738397 -21.366740 -0.403223 0.094 -0.287 -0.142
```
Forces are in eV/Å.

Computed properties:
SMILES string = O=C1OC[C@@H](F)O1.O=C1OC[C@@H](F)O1.O=C1OC[C@@H](F)O1.O=C1OC[C@@H](F)O1.C[C@H]1COC(=O)O1.C[C@H]1COC(=O)O1.C[C@H]1COC(=O)O1.ClCCl.ClCCl.ClCCl.ClCCl
Largest force on an atom = 8.26 eV/A
Electronic energy = -183694.6937 eV
HOMO-LUMO gap = 10.33 eV
Net charge = 0

Need the Löwdin charges? In units of e they are:
1. Cl 0.49
2. Cl 0.46
3. Cl 0.46
4. Cl 0.54
5. Cl 0.55
6. Cl 0.45
7. Cl 0.51
8. Cl 0.51
9. F 0.10
10. F 0.15
11. F 0.09
12. F 0.08
13. O 0.08
14. O 0.03
15. O 0.06
16. O 0.08
17. O 0.18
18. O 0.10
19. O 0.17
20. O 0.10
21. O 0.16
22. O 0.17
23. O 0.12
24. O 0.15
25. O 0.17
26. O 0.12
27. O 0.13
28. O 0.08
29. O 0.10
30. O 0.07
31. O 0.10
32. O 0.12
33. O 0.04
34. C -0.57
35. C 0.01
36. C -0.02
37. C -0.55
38. C -0.29
39. C -0.16
40. C -1.06
41. C -1.07
42. C -0.51
43. C -0.39
44. C -0.97
45. C -0.02
46. C -0.09
47. C -0.04
48. C -0.60
49. C -0.31
50. C -0.25
51. C -1.08
52. C -0.25
53. C -0.48
54. C -0.46
55. C -0.38
56. C -0.10
57. C -0.32
58. C 0.00
59. C -0.04
60. C -0.68
61. C -0.04
62. H 0.03
63. H 0.08
64. H 0.18
65. H 0.14
66. H 0.14
67. H 0.03
68. H 0.13
69. H 0.03
70. H 0.13
71. H 0.14
72. H 0.07
73. H 0.08
74. H 0.13
75. H 0.17
76. H 0.14
77. H 0.14
78. H 0.03
79. H 0.07
80. H 0.14
81. H 0.02
82. H 0.15
83. H 0.16
84. H 0.12
85. H 0.08
86. H 0.17
87. H 0.14
88. H 0.15
89. H 0.03
90. H 0.16
91. H 0.08
92. H 0.15
93. H 0.18
94. H 0.08
95. H 0.08
96. H 0.14
97. H 0.03
98. H 0.08
99. H 0.02

---

(2)
Entry from the OMol25 dataset: a gas-phase ion, C4H12N3 (charge +1) (ωB97M-V with the def2-TZVPD basis set).

Geometry as XYZ:
```
19
Properties=species:S:1:pos:R:3:forces:R:3
N -0.275588 0.995443 0.771138 -0.146 -0.206 0.315
N -0.181899 0.437016 -2.487412 -0.050 -0.134 -0.414
N 0.346718 1.554818 -0.381763 0.183 0.417 -0.511
C 0.262757 -0.408089 0.960798 0.047 -0.534 -0.072
C 0.353409 -0.864141 -0.490668 0.115 0.379 0.007
C 0.621707 0.410554 -1.327802 -0.081 -0.162 0.169
C -0.647583 -1.227483 1.847454 0.118 0.149 0.063
H -1.645674 -1.309620 1.422684 -0.126 -0.017 -0.070
H 1.200953 2.041991 -0.129687 -0.103 -0.106 0.367
H -0.717663 -0.802685 2.845942 -0.032 -0.005 0.125
H -1.289057 0.922090 0.579168 0.371 0.170 0.138
H -0.167899 1.592524 1.599983 0.008 -0.084 -0.258
H -0.586279 -1.309255 -0.818927 -0.056 -0.035 0.032
H -1.175381 0.484188 -2.308685 -0.026 -0.045 -0.025
H 0.082146 1.149951 -3.151356 -0.022 0.045 0.001
H 1.666514 0.474331 -1.640104 -0.090 0.089 0.152
H 1.258098 -0.311167 1.404724 -0.124 0.201 -0.057
H -0.244180 -2.231733 1.943593 0.024 -0.066 0.000
H 1.138901 -1.598735 -0.639079 -0.011 -0.057 0.039
```
Forces are in eV/Å.

Computed properties:
SMILES string = C[C@H]1C[C@@H](N)N[NH2+]1
Largest force on an atom = 0.68 eV/A
Electronic energy = -8805.8194 eV
Energy relative to the best compared isomer or geometry (same formula, charge and spin) = 44.2 kcal per mole
HOMO-LUMO gap = 10.37 eV
Net charge = +1

Need the Löwdin charges? In units of e they are:
1. N 0.07
2. N 0.07
3. N 0.05
4. C -0.30
5. C -0.07
6. C -0.37
7. C -0.03
8. H 0.09
9. H 0.14
10. H 0.09
11. H 0.20
12. H 0.20
13. H 0.13
14. H 0.09
15. H 0.09
16. H 0.16
17. H 0.16
18. H 0.10
19. H 0.14